1.
Density functional theory data (ωB97M-V/def2-TZVPD) for C33H27F10HfN9O5S as an isolated structure.

Atoms and positions in Å:
Hf (0.845, -0.163, 0.280)
C (3.577, -2.154, 1.040)
N (3.229, -0.812, 0.518)
C (3.849, 0.167, 1.444)
C (3.295, 1.567, 1.341)
N (1.838, 1.547, 1.338)
C (1.289, 2.737, 1.796)
C (0.153, 2.754, 2.613)
F (-0.416, 1.595, 2.972)
C (-0.443, 3.905, 3.090)
F (-1.536, 3.820, 3.850)
C (0.108, 5.143, 2.807)
F (-0.451, 6.264, 3.273)
C (1.256, 5.184, 2.042)
F (1.824, 6.357, 1.756)
C (1.819, 4.015, 1.551)
F (2.923, 4.178, 0.802)
C (3.847, -0.725, -0.829)
C (3.342, 0.448, -1.624)
N (1.879, 0.529, -1.530)
C (1.447, 1.285, -2.629)
C (0.869, 0.693, -3.750)
F (0.708, -0.628, -3.803)
C (0.433, 1.433, -4.839)
F (-0.160, 0.825, -5.870)
C (0.615, 2.803, -4.861)
F (0.206, 3.520, -5.908)
C (1.242, 3.423, -3.790)
F (1.433, 4.742, -3.808)
C (1.648, 2.666, -2.705)
F (2.214, 3.302, -1.679)
H (4.655, -2.192, 1.237)
H (3.333, -2.918, 0.309)
H (3.032, -2.369, 1.955)
H (4.933, 0.168, 1.273)
H (3.691, -0.210, 2.449)
H (3.719, 2.078, 0.474)
H (3.675, 2.112, 2.217)
H (3.578, -1.639, -1.351)
H (4.939, -0.695, -0.720)
H (3.646, 0.275, -2.665)
H (3.825, 1.386, -1.324)
N (-5.558, -4.933, -0.800)
C (-4.839, -3.889, -0.253)
C (-4.216, -4.035, 0.991)
C (-3.544, -2.979, 1.569)
C (-3.466, -1.761, 0.901)
C (-4.089, -1.598, -0.329)
C (-4.770, -2.656, -0.903)
S (-2.635, -0.417, 1.653)
O (-3.057, -0.320, 3.014)
O (-2.860, 0.732, 0.786)
N (-1.036, -0.703, 1.546)
C (-0.413, -1.265, 2.631)
N (-1.016, -2.038, 3.529)
C (-0.295, -2.362, 4.589)
C (1.021, -1.957, 4.762)
C (1.592, -1.277, 3.705)
N (0.894, -0.955, 2.621)
H (-5.358, -5.858, -0.463)
H (-5.750, -4.891, -1.786)
H (-4.273, -4.985, 1.508)
H (-3.067, -3.089, 2.531)
H (-4.037, -0.645, -0.834)
H (-5.259, -2.527, -1.861)
H (-0.784, -2.983, 5.330)
H (1.586, -2.199, 5.648)
H (2.633, -0.994, 3.736)
O (-0.604, 1.683, 0.002)
C (-1.240, 1.923, -1.243)
C (-1.554, 0.616, -1.914)
C (-2.436, 0.561, -2.984)
C (-2.719, -0.664, -3.555)
C (-2.164, -1.801, -2.992)
C (-1.310, -1.661, -1.917)
N (-0.959, -0.470, -1.410)
H (-1.372, 1.420, 0.576)
H (-0.585, 2.533, -1.857)
H (-2.161, 2.484, -1.070)
H (-2.886, 1.472, -3.355)
H (-3.384, -0.732, -4.405)
H (-2.390, -2.789, -3.363)
H (-0.905, -2.532, -1.434)
O (1.464, -2.362, -1.508)
N (1.145, -3.089, -0.581)
O (0.747, -2.431, 0.449)

Its net charge is 0. For the gap between HOMO and LUMO, the calculation gives 7.560 eV. As for the energy above the lowest of the compared OMol25 structures with the same formula, charge and spin: 23.1 kcal/mol. The calculated total energy comes out at -3587.647294 Eh. Its maximum force is 0.9 eV/Å. As for the highest occupied orbital energy: -0.273 Ha.


2.
Density functional theory data (ωB97M-V/def2-TZVPD) for an isolated ion of composition C3H7F2N2 and charge +1.

Atoms and positions in Å:
F (1.021, 0.868, -2.222)
N (1.090, 0.296, -1.043)
F (2.465, 0.092, -0.950)
C (0.395, -0.907, -0.809)
C (-0.632, -0.606, 0.358)
N (-0.587, 0.793, 0.572)
C (0.563, 1.364, 0.187)
H (0.954, -1.742, -0.377)
H (-0.172, -1.270, -1.702)
H (-1.637, -0.935, 0.030)
H (-0.358, -1.125, 1.240)
H (-1.292, 1.439, 0.351)
H (0.517, 2.297, -0.322)
H (1.438, 1.272, 0.779)

Its net charge is +1. For the gap between HOMO and LUMO, the calculation gives 11.644 eV. As for the energy above the lowest of the compared OMol25 structures with the same formula, charge and spin: 129.2 kcal/mol. The calculated total energy comes out at -427.298096 Eh. Its maximum force is 4.0 eV/Å. As for the highest occupied orbital energy: -0.559 Ha.


3.
Density functional theory data (ωB97M-V/def2-TZVPD) for a 11-piece molecular cluster, F6H20O10P overall.

Atoms and positions in Å:
P (4.743, 15.905, 10.292)
F (3.472, 15.725, 11.356)
F (4.261, 14.536, 9.476)
F (3.751, 16.612, 9.247)
F (5.969, 16.190, 9.237)
F (5.053, 17.350, 10.861)
F (5.656, 15.156, 11.312)
O (1.542, 13.952, 9.519)
H (1.134, 14.388, 10.267)
H (2.256, 14.536, 9.261)
O (4.506, 16.655, 5.590)
H (4.079, 17.089, 6.329)
H (5.215, 17.248, 5.341)
O (5.875, 13.441, 6.940)
H (5.431, 13.689, 7.751)
H (5.535, 14.050, 6.284)
O (2.794, 18.535, 7.417)
H (2.324, 17.803, 7.017)
H (3.002, 18.232, 8.301)
O (4.522, 13.696, 13.907)
H (4.761, 14.478, 13.409)
H (4.466, 13.001, 13.251)
O (5.000, 16.948, 13.646)
H (4.253, 16.903, 14.243)
H (4.615, 17.152, 12.794)
O (4.231, 12.543, 11.529)
H (4.183, 13.080, 10.738)
H (3.364, 12.144, 11.601)
O (7.564, 18.767, 9.006)
H (7.499, 19.712, 9.148)
H (6.722, 18.421, 9.302)
O (6.703, 20.263, 12.101)
H (6.612, 19.385, 11.731)
H (6.312, 20.198, 12.972)
O (7.231, 16.863, 6.864)
H (7.631, 17.540, 7.410)
H (6.829, 16.258, 7.488)

Its net charge is -1. For the gap between HOMO and LUMO, the calculation gives 10.536 eV. As for the energy above the lowest of the compared OMol25 structures with the same formula, charge and spin: 13.6 kcal/mol. The calculated total energy comes out at -1705.297975 Eh. Its maximum force is 2.0 eV/Å. As for the highest occupied orbital energy: -0.285 Ha.


4.
Density functional theory data (ωB97M-V/def2-TZVPD) for one molecule with the formula C19H20N4O5S.

Atoms and positions in Å:
C (-2.364, -4.613, 1.382)
C (-2.315, -3.125, 1.702)
O (-1.720, -2.381, 0.642)
C (-0.376, -2.317, 0.624)
O (0.320, -2.862, 1.456)
C (0.104, -1.530, -0.506)
C (1.415, -1.247, -0.699)
C (2.492, -1.719, 0.228)
S (4.024, -0.748, 0.126)
C (3.407, 0.785, 0.692)
N (2.140, 1.092, 0.819)
C (2.127, 2.372, 1.279)
C (3.402, 2.833, 1.421)
N (4.227, 1.805, 1.045)
C (5.660, 1.819, 0.992)
N (1.813, -0.531, -1.787)
C (0.963, -0.028, -2.761)
O (1.390, 0.626, -3.685)
N (-0.330, -0.387, -2.620)
C (-0.946, -0.969, -1.437)
C (-1.791, 0.074, -0.725)
C (-1.180, 1.030, 0.072)
C (-1.920, 2.017, 0.719)
C (-3.281, 2.008, 0.533)
C (-3.897, 1.049, -0.271)
C (-3.175, 0.075, -0.913)
O (-5.251, 1.267, -0.282)
C (-5.467, 2.394, 0.540)
O (-4.232, 2.850, 1.047)
H (-2.893, -4.780, 0.446)
H (-2.877, -5.142, 2.180)
H (-1.354, -5.004, 1.292)
H (-1.744, -2.956, 2.620)
H (-3.320, -2.710, 1.806)
H (2.139, -1.695, 1.258)
H (2.783, -2.744, -0.010)
H (1.200, 2.870, 1.476)
H (3.787, 3.775, 1.748)
H (6.035, 0.807, 1.141)
H (6.048, 2.471, 1.773)
H (6.008, 2.181, 0.021)
H (2.795, -0.300, -1.887)
H (-0.963, 0.028, -3.288)
H (-1.608, -1.781, -1.769)
H (-0.110, 1.004, 0.208)
H (-1.452, 2.758, 1.345)
H (-3.663, -0.665, -1.525)
H (-6.131, 2.119, 1.376)
H (-5.942, 3.195, -0.050)

Its net charge is 0. For the gap between HOMO and LUMO, the calculation gives 8.444 eV. As for the energy above the lowest of the compared OMol25 structures with the same formula, charge and spin: 22.6 kcal/mol. The calculated total energy comes out at -1729.477798 Eh. Its maximum force is 1.2 eV/Å. As for the highest occupied orbital energy: -0.291 Ha.